DFT (the ωB97M-V functional and the def2-TZVPD basis) results for 2 unconnected molecules or ions with the total composition C5H6N at a distorted geometry.

Output
orbital gap: 9.78 eV
largest force on an atom: 7.6 eV/A
net charge: +1

Last column: Löwdin charge in e.
Atoms and positions in Å:
C: -0.785 -0.550 0.696  -0.05
C: 0.239 -0.377 0.123  -0.05
C: 1.484 1.580 -0.919  0.17
C: 1.258 0.700 -1.819  0.00
C: -1.954 -0.950 1.387  -0.06
N: 1.279 0.092 -0.575  -0.10
H: 1.709 2.522 -0.276  0.19
H: 0.943 0.352 -2.869  0.19
H: -2.698 -0.427 0.716  0.12
H: -2.083 -2.025 1.529  0.10
H: -1.898 -0.386 2.369  0.12
H: 2.507 -0.531 -0.362  0.36

DFT (the ωB97M-V functional and the def2-TZVPD basis) results for a gas-phase ion, C5H6N (charge +1) at a distorted geometry.

Output
orbital gap: 8.33 eV
largest force on an atom: 4.9 eV/A
net charge: +1

Last column: Löwdin charge in e.
Atoms and positions in Å:
C: -1.311 -0.271 2.053  0.33
N: -0.652 -0.171 1.114  0.18
C: -0.171 -0.298 -0.231  -0.24
C: -1.090 -1.112 -0.894  0.18
C: 0.935 0.435 -0.836  -0.11
C: 1.828 1.149 -0.119  0.08
H: -1.970 -0.087 2.887  0.15
H: -1.813 -1.776 -0.554  0.06
H: -1.119 -1.151 -2.043  0.13
H: 0.978 0.296 -1.830  0.08
H: 1.752 1.227 1.000  0.09
H: 2.633 1.760 -0.548  0.08

DFT (the ωB97M-V functional and the def2-TZVPD basis) results for a gas-phase ion, C5H6N (charge +1) at a distorted geometry.

Output
orbital gap (alpha / beta): 8.79 / 8.79 eV
largest force on an atom: 2.6 eV/A
net charge: +1

Last column: Löwdin charge in e.
Atoms and positions in Å:
C: 0.708 0.521 1.673  0.02
N: -0.089 0.545 0.524  0.00
C: -1.255 0.385 0.098  0.17
C: -1.270 0.434 -1.353  -0.06
C: -0.357 -0.784 -1.651  0.01
C: 0.164 0.465 -1.040  0.07
H: 1.757 0.424 1.389  0.12
H: 0.424 -0.305 2.330  0.12
H: 0.597 1.464 2.222  0.13
H: -1.974 0.918 -1.998  0.16
H: -0.507 -1.700 -1.093  0.12
H: -0.122 -0.925 -2.697  0.13

Computed energy above the lowest of the compared OMol25 structures with the same formula, charge and spin, in the same sequence as the records: 7.2771 3.6529 6.6371 eV.